1.
Here is a 5-piece molecular cluster, C40H43IN4O12PS overall at a distorted geometry from the OMol25 dataset. Energies are from the ωB97M-V functional and the def2-TZVPD basis.

```
102
Properties=species:S:1:pos:R:3:mulliken_charge:R:1
C 0.36056 -0.14555 7.05807 -0.67
C 0.00556 -0.41593 5.80544 -0.93
C -0.28340 -0.73552 4.23176 0.23
C -1.03722 0.44718 3.44992 -0.07
O -2.32867 0.84579 3.98275 -0.18
N -2.82334 1.94537 3.33946 -0.03
O -3.86691 1.60267 2.83048 -0.15
C -1.01490 0.05706 1.88839 -0.77
C -0.63059 -1.48006 1.53590 -0.22
C 0.92146 -1.51404 1.18067 -0.35
C 1.10546 -0.80187 -0.30460 -1.25
N -1.20593 -2.52024 2.50884 1.90
C -0.80307 -3.88721 2.02676 -0.86
C -1.18936 -4.30242 0.51266 -0.80
N -0.03299 -4.27647 -0.46265 -0.52
C -2.72194 -2.36636 2.28328 -1.22
C -3.68121 -3.60905 2.56855 -0.19
C -5.13842 -3.17346 1.93727 -0.12
N -5.50351 -1.78066 1.61476 -0.21
O -6.05027 -4.07095 1.73976 -0.59
C -0.82789 -2.23287 3.96651 0.42
C -1.88651 -2.66480 5.09884 -0.76
C -3.12614 -1.76909 5.51822 -0.49
O -4.29338 -1.71199 4.96584 -0.42
I -3.22536 -0.48778 7.34221 0.05
P 0.66089 -3.32176 4.60736 0.15
S 2.37005 -3.07881 3.81670 -0.29
H 0.37693 0.42735 8.06889 0.37
H 0.80635 -0.70748 3.80147 0.36
H -0.34745 1.38678 3.56108 0.77
H -0.38200 0.83574 1.32773 0.09
H -2.10647 0.20385 1.49294 0.17
H -1.09451 -1.58622 0.46447 0.56
H 1.43025 -2.52802 1.04331 0.33
H 1.62977 -0.87873 1.83882 0.25
H 1.12949 0.34670 -0.20679 0.30
H 2.18324 -1.11600 -0.62876 0.29
H 0.35821 -1.20184 -1.07905 0.34
H 0.34894 -4.08736 2.00983 0.39
H -1.19430 -4.74811 2.71583 0.64
H -2.03652 -3.72279 0.01221 0.28
H -1.52853 -5.42109 0.53872 0.30
H 0.84139 -4.61121 -0.03139 0.32
H 0.06560 -3.35459 -0.91434 0.19
H -2.97970 -2.13670 1.16504 0.82
H -3.11560 -1.39917 2.80942 -0.13
H -3.44611 -4.60048 2.04383 0.37
H -3.92754 -3.85383 3.66065 0.30
H -6.36367 -1.71435 1.03840 0.35
H -5.54844 -1.17613 2.45227 0.24
H -2.16629 -3.77805 4.86037 0.50
H -1.33217 -2.79125 6.12802 0.56
H 0.80195 -3.15343 6.04924 0.24
H 0.25815 -4.71491 4.45088 0.14
C 3.34649 -2.25245 -3.53723 -0.21
C 4.53940 -2.04486 -4.09784 -0.56
C 4.76146 -0.92326 -5.03508 0.24
O 5.84912 -0.73450 -5.54834 -0.56
C 3.61203 -0.04091 -5.32515 -0.35
C 2.41859 -0.24891 -4.76393 -0.30
C 2.19707 -1.36969 -3.82758 0.31
O 1.10722 -1.55931 -3.31278 -0.59
H 3.16620 -3.06952 -2.84936 0.50
H 5.39175 -2.68183 -3.89514 0.45
H 3.79179 0.77605 -6.01304 0.57
H 1.56618 0.38814 -4.96673 0.51
C 3.11121 4.60715 -4.12653 -0.29
C 2.74801 3.48748 -4.75418 0.06
C 1.83834 3.52100 -5.91768 0.57
O 1.50398 2.49630 -6.49133 -0.56
C 1.34724 4.84295 -6.36067 -0.56
C 1.71002 5.96327 -5.73333 -0.42
C 2.62029 5.92922 -4.56920 0.25
O 2.95408 6.95163 -3.99666 -0.55
H 3.77641 4.60016 -3.27206 0.51
H 3.09888 2.51147 -4.44328 0.19
H 0.68207 4.84924 -7.21528 0.43
H 1.35875 6.93950 -6.04467 0.42
C -7.85149 1.01622 -1.59744 -0.47
C -7.76795 2.34465 -1.69202 -0.42
C -6.74739 3.10416 -0.94008 0.12
O -6.67146 4.31597 -1.02399 -0.52
C -5.82232 2.33533 -0.08095 -0.21
C -5.90596 1.00716 0.01350 0.19
C -6.92693 0.24768 -0.73870 0.43
O -7.00388 -0.96818 -0.65513 -0.61
H -8.59345 0.44431 -2.14070 0.43
H -8.43739 2.92245 -2.31733 0.42
H -5.08027 2.90723 0.46243 0.48
H -5.23657 0.42948 0.63863 0.19
C 7.65878 4.75192 -0.81045 -0.39
C 6.63194 4.80612 -1.66070 -0.34
C 6.16074 3.59940 -2.37096 0.38
O 5.22225 3.64877 -3.15074 -0.48
C 6.86885 2.33056 -2.10262 -0.42
C 7.89566 2.27594 -1.25253 -0.38
C 8.36736 3.48289 -0.54169 0.27
O 9.30264 3.43362 0.23552 -0.53
H 8.01762 5.62640 -0.28208 0.42
H 6.10163 5.72772 -1.86819 0.48
H 6.50981 1.45610 -2.63133 0.50
H 8.42580 1.35444 -1.04533 0.43
```

Summary:
E_HOMO, eV: -11.47
Charge: +1

***

2.
Here is C40H43MgN3O7S2 as an isolated structure from the OMol25 dataset. Energies are from the ωB97M-V functional and the def2-TZVPD basis.

```
96
Properties=species:S:1:pos:R:3:mulliken_charge:R:1
Mg 0.05081 -0.42928 -0.04169 2.64
C 3.95246 3.54297 -1.48736 -0.75
O 2.93772 3.73943 -0.51506 -0.19
C 3.29021 4.30092 0.66229 0.86
C 4.47260 4.99861 0.88089 -0.77
C 4.72118 5.56578 2.12498 -0.75
C 3.80967 5.43542 3.15932 -0.78
C 2.64487 4.70842 2.95090 -0.34
C 2.37595 4.14079 1.71739 0.08
N 1.19322 3.39305 1.49490 0.53
C 1.15721 2.04857 1.20869 -0.11
N 2.34890 1.42876 1.22752 0.30
C 2.71683 0.04337 1.24787 0.60
C 1.87798 -1.02066 0.92325 -1.09
C 2.45933 -2.29535 1.03985 -0.67
C 3.77110 -2.50420 1.43008 -1.22
C 4.59176 -1.41629 1.71801 -0.45
C 4.05959 -0.14521 1.62229 0.80
O 4.77959 1.00720 1.86647 -0.40
C 6.11269 0.86772 2.30560 -1.08
N 0.03646 1.45053 0.91786 0.37
C -1.19628 2.06000 1.19866 -0.94
C -1.60696 2.31154 2.51069 0.07
C -2.88935 2.75594 2.79429 -0.86
C -3.80055 2.95075 1.76329 -0.72
C -3.40795 2.71164 0.45445 -0.25
C -2.12120 2.27685 0.17127 0.21
O -1.80000 1.98462 -1.13100 -0.12
C -0.80065 2.84342 -1.71561 -0.80
H 3.50410 2.93323 -2.26655 -0.03
H 4.80404 3.01224 -1.05510 0.40
H 4.28713 4.49124 -1.91461 0.35
H 5.19076 5.11728 0.08276 0.41
H 5.64011 6.11661 2.27896 0.41
H 4.00981 5.87580 4.12636 0.39
H 1.93168 4.55982 3.75205 0.47
H 0.30241 3.85702 1.54963 0.26
H 3.13097 2.02427 1.45421 0.32
H 1.86351 -3.17107 0.79321 0.36
H 4.17525 -3.50770 1.49857 0.39
H 5.62161 -1.57114 2.00694 0.41
H 6.48559 1.87536 2.47459 0.26
H 6.73147 0.37407 1.55161 0.38
H 6.16504 0.30030 3.23841 0.38
H -0.90568 2.10193 3.31017 0.47
H -3.18282 2.92796 3.82178 0.44
H -4.80633 3.28996 1.97375 0.42
H -4.08839 2.86436 -0.37495 0.49
H -0.98585 2.84745 -2.78785 0.32
H 0.19485 2.45376 -1.52133 -0.08
H -0.91261 3.85756 -1.32624 0.40
O -1.26458 -1.43311 -1.26840 -0.52
S -1.72317 -0.88511 -2.60675 0.60
C -3.48809 -0.52691 -2.29249 -0.44
C -4.35321 -1.64007 -1.71003 -1.38
C -3.92317 -2.17021 -0.33539 -0.04
C -3.98225 -1.11769 0.76970 -0.05
S -2.73467 -1.25187 2.08193 -0.09
O -1.40606 -0.91821 1.48360 -0.67
C -2.74130 -3.03099 2.27020 0.56
C -3.84974 -3.66173 2.81766 -0.60
C -3.83744 -5.03931 2.96345 -0.58
C -2.71738 -5.76818 2.57764 -0.46
C -1.60891 -5.12021 2.05155 -0.76
C -1.61407 -3.73990 1.89675 -0.33
C -1.97418 -2.32721 -3.62537 0.60
C -2.48349 -2.16719 -4.90554 -0.50
C -2.67851 -3.28288 -5.70374 -0.77
C -2.35253 -4.54548 -5.22165 -0.39
C -1.82455 -4.68836 -3.94615 -0.83
C -1.62958 -3.57456 -3.14107 -0.42
H -3.88825 -0.18298 -3.24929 0.76
H -3.43331 0.35233 -1.64717 0.07
H -4.37022 -2.47884 -2.41034 0.41
H -5.38071 -1.26657 -1.65369 0.50
H -2.91235 -2.56220 -0.41280 -0.02
H -4.57026 -3.00601 -0.06323 0.52
H -4.94319 -1.10916 1.29067 0.67
H -3.81056 -0.09925 0.40930 -0.41
H -4.71467 -3.08510 3.12686 0.39
H -4.69720 -5.54501 3.38279 0.40
H -2.70792 -6.84356 2.69730 0.39
H -0.73326 -5.68689 1.76324 0.46
H -0.75799 -3.20877 1.49879 0.43
H -2.71397 -1.17716 -5.28328 0.42
H -3.07327 -3.16781 -6.70456 0.41
H -2.49871 -5.41622 -5.84739 0.39
H -1.55413 -5.66972 -3.57872 0.42
H -1.19742 -3.65371 -2.15208 0.38
C 2.79492 0.05495 -3.10715 -1.16
C 1.38620 -0.34536 -2.69399 0.30
O 0.80589 -1.24099 -3.32014 -0.65
O 0.87806 0.33279 -1.73415 -0.54
H 2.73474 0.96433 -3.71108 0.25
H 3.25909 -0.72680 -3.70240 0.34
H 3.39151 0.27128 -2.21982 0.17
```

Summary:
E_HOMO, eV: -7.13
Energy above the lowest of the compared OMol25 structures with the same formula, charge and spin, kJ/mol: 0.0

***

3.
Here is C40H43N11O3PbS3 as an isolated structure at a distorted geometry from the OMol25 dataset. Energies are from the ωB97M-V functional and the def2-TZVPD basis.

```
101
Properties=species:S:1:pos:R:3:mulliken_charge:R:1
Pb 0.07550 0.94474 -0.25798 1.68
N -3.33802 2.20416 -2.90752 -0.02
C -4.36797 1.28371 -3.10576 -0.06
C -5.63074 1.67113 -3.55669 -0.56
C -6.58539 0.71732 -3.85306 -0.58
C -6.27281 -0.64848 -3.73065 -0.76
C -5.03504 -1.02750 -3.15582 -0.78
C -4.09162 -0.05148 -2.85681 0.97
S -2.59694 -0.61206 -2.22006 -0.18
N -1.76572 0.79997 -1.84319 -0.08
C -2.09780 1.91254 -2.47658 0.56
C -1.12997 3.04068 -2.49470 -0.01
C -1.17902 4.07826 -3.45856 -0.83
C -0.27884 5.15069 -3.31652 -0.64
C 0.68343 5.09746 -2.32567 -0.69
C 0.70213 4.02078 -1.44698 0.03
N -0.07859 2.95380 -1.67260 0.47
H -3.46410 3.15869 -3.21686 0.21
H -5.79838 2.73666 -3.76215 0.36
H -7.55341 1.03275 -4.25312 0.38
H -6.99662 -1.40088 -3.93767 0.42
H -4.72588 -2.05804 -3.00608 0.43
H -1.92571 4.08007 -4.25573 0.58
H -0.33331 5.96687 -4.02646 0.45
H 1.39611 5.95366 -2.20790 0.40
H 1.39950 4.02505 -0.58448 0.32
O 6.16024 -3.39600 1.50383 -0.48
C 5.43457 -3.08056 2.67670 -0.58
C 4.32757 -2.11784 2.28455 -0.04
C 3.52584 -1.43733 3.21562 -1.00
C 2.70493 -0.40462 2.72144 -0.46
N 2.56141 -0.12356 1.40317 0.23
C 3.42558 -0.71527 0.55977 -0.08
C 4.20211 -1.79480 0.95036 -0.34
C 3.69208 -0.15114 -0.76579 -0.55
C 4.94564 -0.37743 -1.29402 -0.60
C 5.16166 -0.08459 -2.64736 0.24
C 6.51746 -0.41644 -3.21334 -0.60
O 7.38402 -0.79683 -2.14634 -0.50
C 4.14193 0.42469 -3.39353 -0.91
C 2.91196 0.69674 -2.77117 -0.60
N 2.70170 0.49648 -1.46947 0.85
H 6.92287 -3.90187 1.77709 0.31
H 6.07314 -2.60445 3.46325 0.35
H 4.92203 -3.96645 3.07611 0.29
H 3.60361 -1.59249 4.27874 0.49
H 2.15775 0.16226 3.48549 0.35
H 4.79688 -2.33234 0.20805 0.78
H 5.70253 -0.76635 -0.65981 1.10
H 6.88874 0.51514 -3.78127 0.38
H 6.36402 -1.22661 -3.96857 0.23
H 8.26628 -0.52408 -2.39346 0.32
H 4.27085 0.69006 -4.44211 0.46
H 2.08128 1.09599 -3.36308 0.32
N -1.30670 4.56760 3.26250 -0.06
C -2.58247 4.28434 2.84393 -0.97
C -2.42637 3.43814 1.77935 -0.58
N -1.08697 3.29429 1.46165 0.52
C -0.41015 3.95696 2.42805 -0.03
C 1.03534 4.10293 2.49038 -0.13
N 1.87760 3.87752 1.48357 -0.03
C 3.12870 4.23635 1.94537 -0.45
C 3.02958 4.66847 3.23829 -0.65
N 1.71938 4.59378 3.59780 -0.15
H -1.03056 5.20848 4.00255 0.23
H -3.48448 4.74280 3.25182 0.40
H -3.16876 2.91272 1.24509 0.61
H 3.98295 4.23956 1.25744 0.43
H 3.78256 5.01233 3.94436 0.44
H 1.34463 4.69584 4.56513 0.27
C 0.44822 -4.92815 -3.54599 -1.04
N 0.03635 -3.98375 -2.53221 -0.01
C 0.76232 -2.93377 -2.19042 0.11
N 1.95222 -2.71423 -2.80980 -0.29
S 0.25767 -2.03782 -0.83420 -0.30
H -0.37490 -5.65657 -3.65513 0.35
H 1.34118 -5.49938 -3.25578 0.32
H 0.66316 -4.40044 -4.48986 0.34
H -0.86734 -4.01294 -2.04747 0.28
H 2.38861 -3.36211 -3.46232 0.22
H 2.45485 -1.87396 -2.58686 0.15
C -5.55764 -5.35682 3.69679 -1.35
C -4.53693 -4.27573 3.45080 1.01
C -4.89200 -3.16060 2.66776 -0.74
C -3.93042 -2.19409 2.39538 -0.55
C -2.68428 -2.24448 3.00159 0.30
C -2.29709 -3.36489 3.75933 -0.57
C -3.21507 -4.38085 3.95468 -0.60
S -1.62432 -0.75178 3.07019 0.13
C -2.91268 0.34004 3.77791 -0.79
O -1.38643 -0.24645 1.68480 -0.22
H -6.48149 -4.98470 3.25161 0.34
H -5.70657 -5.59538 4.74622 0.35
H -5.21799 -6.30540 3.24970 0.32
H -5.94185 -3.03664 2.31625 0.24
H -4.12872 -1.38631 1.73042 0.47
H -1.31871 -3.30948 4.21503 0.44
H -2.96506 -5.29403 4.53519 0.35
H -3.83727 0.38847 3.11176 0.29
H -2.48476 1.37843 3.80305 0.14
H -3.20675 0.05076 4.82914 0.43
```

Summary:
E_HOMO, eV: -11.61
Energy above the lowest of the compared OMol25 structures with the same formula, charge and spin, kJ/mol: 170.9
Charge: +2

***

- Among the records above, which one has the highest E_HOMO?
  C40H43MgN3O7S2